Entry 1:
The following is a quantum chemistry calculation of a single C5H15N3 molecule at a distorted geometry, from the OMol25 dataset.

Last columns: bonded neighbours and bond lengths (Å).
Cartesian coordinates (Å):
1 C 0.766 0.130 1.968  C2 1.514, H9 1.103, H10 1.102, H11 1.090
2 C 1.079 1.395 1.197  C1 1.514, N3 1.450, C4 1.552, H12 1.095
3 N -0.091 2.247 1.285  C2 1.450, H13 1.015, H14 1.016
4 C 1.353 0.998 -0.278  C2 1.552, N5 1.476, H15 1.099, H16 1.095
5 N 0.140 0.583 -1.008  C4 1.476, C6 1.477, H17 1.008
6 C -0.087 -0.868 -1.164  N5 1.477, C7 1.533, H18 1.086, H19 1.115
7 C -1.597 -1.129 -1.184  C6 1.533, N8 1.475, H20 1.087, H21 1.099
8 N -2.023 -2.482 -0.781  C7 1.475, H22 1.004, H23 1.005
9 H -0.057 -0.474 1.549  C1 1.103
10 H 1.614 -0.572 1.998  C1 1.102
11 H 0.399 0.339 2.973  C1 1.090
12 H 2.001 1.780 1.644  C2 1.095
13 H 0.008 3.224 1.029  N3 1.015
14 H -0.813 1.795 0.732  N3 1.016
15 H 1.995 0.106 -0.262  C4 1.099
16 H 1.883 1.825 -0.763  C4 1.095
17 H 0.224 0.992 -1.925  N5 1.008
18 H 0.571 -1.426 -0.506  C6 1.086
19 H 0.242 -1.081 -2.209  C6 1.115
20 H -1.974 -1.041 -2.200  C7 1.087
21 H -2.050 -0.394 -0.503  C7 1.099
22 H -2.030 -3.062 -1.601  N8 1.004
23 H -1.551 -2.884 0.010  N8 1.005

## Properties
Energy relative to the best compared isomer or geometry (same formula, charge and spin) = 33.3 kcal per mole
Electronic energy = -9897.7060 eV
Structure (SMILES) = C[C@H](N)CNCCN
HOMO level = -8.6 eV

These are the natural (NBO) partial charges, in e, on atoms 1 to 4:
1 C -0.62
2 C -0.07
3 N -0.86
4 C -0.23

***

Entry 2:
The following is a quantum chemistry calculation of a 2-piece molecular cluster, C5H15N3 overall, from the OMol25 dataset.

Last columns: bonded neighbours and bond lengths (Å).
Cartesian coordinates (Å):
1 C 2.803 -1.572 -1.321  N2 1.252, H5 1.099, H6 1.087
2 N 2.987 -0.471 -0.752  C1 1.252, C3 1.471
3 C 1.951 -0.041 0.199  N2 1.471, C4 1.522, H7 1.088, H8 1.092
4 C 2.264 1.353 0.721  C3 1.522, H9 1.087, H10 1.085, H11 1.092
5 H 1.885 -2.158 -1.175  C1 1.099
6 H 3.514 -1.901 -2.073  C1 1.087
7 H 0.984 -0.063 -0.299  C3 1.088
8 H 1.921 -0.745 1.033  C3 1.092
9 H 1.627 1.628 1.559  C4 1.087
10 H 3.301 1.385 1.037  C4 1.085
11 H 2.135 2.090 -0.075  C4 1.092
12 N -1.370 -0.949 -1.327  C13 1.463, H16 1.015, H17 1.010
13 C -2.399 -0.415 -0.434  N12 1.463, C14 1.519, H18 1.088, H19 1.096
14 C -1.787 0.320 0.746  C13 1.519, N15 1.463, H20 1.088, H21 1.100
15 N -2.856 0.752 1.647  C14 1.463, H22 1.016, H23 1.016
16 H -0.898 -0.190 -1.807  N12 1.015
17 H -1.804 -1.496 -2.057  N12 1.010
18 H -2.988 -1.239 -0.039  C13 1.088
19 H -3.101 0.267 -0.928  C13 1.096
20 H -1.125 -0.353 1.286  C14 1.088
21 H -1.172 1.152 0.372  C14 1.100
22 H -2.460 1.170 2.485  N15 1.016
23 H -3.412 1.477 1.203  N15 1.016

## Properties
Energy relative to the best compared isomer or geometry (same formula, charge and spin) = 37.3 kcal per mole
Electronic energy = -9897.5319 eV
Structure (SMILES) = C=NCC.NCCN
HOMO level = -9.3 eV

These are the natural (NBO) partial charges, in e, on atoms 1 to 4:
1 C -0.06
2 N -0.39
3 C -0.27
4 C -0.61